{"formula": "C5H15NO2", "method": "wB97M-V/def2-TZVPD", "e_lumo_ev": 0.7, "total_energy_ha": -404.7101, "orbital_gap_ev": 9.46, "smiles": "C=C(C)CCN.O.O", "homo_ev": -8.8, "multiplicity": 1, "relative_energy_ev": 1.225, "species": ["C", "C", "C", "C", "C", "N", "H", "H", "H", "H", "H", "H", "H", "H", "H", "H", "H", "H", "H", "O", "H", "H", "O"], "xyz": [[-1.173, -1.105, 0.631], [0.125, -0.925, 1.418], [1.241, -0.277, 0.632], [1.948, 0.738, 1.129], [1.686, -0.949, -0.654], [-2.081, 0.044, 0.684], [-1.056, -1.430, -0.401], [-1.752, -1.932, 0.983], [-0.029, -0.343, 2.314], [0.449, -1.948, 1.647], [2.886, 1.034, 0.676], [1.661, 1.199, 2.069], [0.836, -1.130, -1.301], [2.098, -1.922, -0.364], [2.454, -0.352, -1.126], [-2.235, 0.312, 1.641], [-1.756, 0.821, 0.115], [-1.552, 0.412, -1.855], [-1.561, 0.284, -3.462], [-1.051, 0.455, -2.671], [0.207, 2.469, -0.187], [-0.640, 2.164, -1.429], [-0.704, 2.382, -0.489]], "forces_ev_per_angstrom": [[-0.90, 0.77, 0.16], [0.25, -0.50, -1.46], [0.54, -0.04, -0.01], [-0.18, -0.25, 0.17], [-0.24, -0.13, 1.17], [-0.02, -0.57, -1.02], [0.55, 0.42, -0.26], [-0.20, -0.71, 0.89], [-0.26, -0.11, 0.41], [0.26, 0.19, 0.37], [-0.15, 0.30, -0.14], [0.12, 0.00, 0.00], [0.04, 0.09, -0.37], [0.05, -0.03, -0.26], [0.04, -0.02, -0.31], [-0.02, 0.38, 0.06], [0.13, 0.12, 0.85], [-0.72, -0.35, -0.32], [-0.56, -0.08, 0.32], [1.17, 0.34, 0.03], [-0.03, -0.18, 0.04], [0.15, 0.11, -0.04], [0.00, 0.25, -0.29]]}